Entry 1:
ORCA calculation (wB97M-V/def2-TZVPD) on C20H60B3F14N8O15S2 as an isolated structure.

Each line ends with the Mulliken charge.
Cartesian coordinates (Å):
C 8.86051 16.96542 10.54912  -1.174
C 9.27074 18.21165 11.39749  0.492
C 8.25041 18.62086 12.39997  -0.654
O 8.55273 19.94089 12.89302  -0.514
C 9.19765 20.07666 14.13606  -0.229
N 10.50602 17.69948 12.14660  0.450
H 10.99962 18.34567 12.76342  0.188
H 10.33265 16.79920 12.61352  0.121
H 11.18074 17.51464 11.37412  0.303
H 7.84252 17.00480 10.24211  0.457
H 9.02049 16.08774 11.17369  0.080
H 9.53876 16.75123 9.73336  0.371
H 9.61945 19.08014 10.82481  0.467
H 8.17125 17.91836 13.26121  0.144
H 7.22702 18.65167 12.08584  0.459
H 10.22726 20.50489 13.97330  0.168
H 9.28722 19.13000 14.60353  -0.175
H 8.63367 20.75074 14.71598  0.485
C 12.57987 16.91890 18.56658  -1.555
C 11.19006 16.82130 18.03770  0.354
C 10.32335 18.07739 17.93673  -0.848
O 9.04607 17.62163 17.38931  -0.331
C 8.11228 18.65471 17.35871  -0.531
N 11.18795 16.39380 16.59649  0.604
H 11.43072 15.37063 16.53066  0.324
H 10.20462 16.38458 16.19511  0.355
H 11.90111 16.87972 16.00522  -0.341
H 12.96578 17.90715 18.66444  0.449
H 13.24449 16.23940 18.09159  0.091
H 12.57656 16.54466 19.59293  0.582
H 10.74044 15.92954 18.51932  0.502
H 10.78555 18.83407 17.26510  0.299
H 10.03973 18.38794 18.93368  0.553
H 7.10081 18.29014 17.28591  0.276
H 8.24546 19.33856 16.49937  0.063
H 8.13395 19.35332 18.25616  0.313
C 18.00288 14.72543 19.99951  -1.177
C 16.55254 14.60180 19.54521  0.094
C 15.90510 16.02999 19.55978  -0.562
O 15.90092 16.49120 18.25132  0.013
C 16.72942 17.57609 17.96994  -0.636
N 16.38468 14.03459 18.13909  0.331
H 15.44553 13.65766 18.03247  0.126
H 16.36618 14.89450 17.56494  0.186
H 17.09967 13.39267 17.84485  0.385
H 18.66348 13.89103 19.64569  0.275
H 17.91104 14.70500 21.08646  0.381
H 18.35300 15.71787 19.65128  0.215
H 15.93823 14.01987 20.21283  0.476
H 16.37171 16.71215 20.26606  0.539
H 14.85338 15.85907 19.88788  0.061
H 17.74048 17.47310 18.40994  0.308
H 16.18546 18.50164 18.24969  0.282
H 16.83842 17.58210 16.84375  -0.110
C 8.27472 10.96166 10.85437  -1.819
C 9.40815 10.96094 11.81881  1.469
C 9.49611 9.62921 12.59039  -0.732
O 10.64641 9.68188 13.40350  -0.187
C 11.32804 8.47318 13.68300  -0.706
N 10.68445 11.32522 11.09331  -0.072
H 11.34310 11.39677 11.84678  0.368
H 10.78788 10.81263 10.15331  0.396
H 10.46559 12.25499 10.57531  0.417
H 8.43977 11.75658 10.13446  0.418
H 7.35067 11.25632 11.37919  0.441
H 8.16590 10.02152 10.33525  0.443
H 9.22816 11.86924 12.37432  -0.430
H 9.63173 8.73233 11.82212  0.240
H 8.57860 9.36171 13.11480  0.351
H 11.49474 8.04563 12.74169  0.295
H 10.81122 7.84723 14.42062  0.261
H 12.37133 8.70439 14.02669  0.228
C 17.77317 17.62488 13.77450  -0.982
C 17.03029 17.07494 12.60944  0.178
C 16.97635 15.50758 12.55146  -0.864
O 15.96860 15.13268 13.41184  -0.196
C 15.92884 13.68934 13.71281  -0.917
N 15.50242 17.32875 12.55316  0.020
H 15.25253 17.22816 11.53527  0.230
H 14.94844 16.65404 13.14019  0.331
H 15.17254 18.23878 12.81601  0.334
H 18.52461 18.26167 13.28682  0.302
H 18.32481 16.81987 14.33891  0.175
H 17.11083 18.16841 14.45977  0.149
H 17.39154 17.47333 11.66106  0.557
H 17.94900 15.03728 12.82073  0.432
H 16.78502 15.15700 11.53366  0.428
H 15.55522 13.25388 12.71695  0.301
H 15.09146 13.46223 14.36300  0.271
H 16.85898 13.26616 14.01630  0.375
N 13.02341 18.14788 14.69636  1.192
O 13.37368 17.16036 15.36678  -0.943
O 13.80513 18.74361 14.04986  -0.835
O 11.80337 18.42794 14.65273  -0.741
N 13.25954 16.95497 10.50686  1.228
O 14.38944 16.82006 9.93674  -0.823
O 12.93873 16.36721 11.56867  -0.547
O 12.39352 17.80248 10.11966  -0.799
B 9.28058 14.17355 13.47818  0.254
F 9.55077 15.66576 13.64919  -0.538
F 10.36657 13.40417 13.87052  -0.416
F 8.23574 13.79090 14.24601  -0.317
F 8.99733 14.00297 12.10622  -0.503
B 13.00716 13.36066 18.23781  0.431
F 13.29275 14.35382 19.28093  -0.412
F 12.87002 12.09741 18.82049  -0.325
F 11.74165 13.72140 17.77542  -0.352
F 13.98274 13.37193 17.21437  -0.493
B 19.14506 13.48608 16.29076  0.353
F 20.39186 13.17527 15.64029  -0.361
F 18.05915 13.10719 15.51049  -0.267
F 18.93399 12.86495 17.55923  -0.410
F 19.10037 14.84538 16.51203  -0.359
N 11.34252 9.99118 8.74768  -0.508
S 11.58888 11.08635 7.61388  0.994
O 10.96652 12.24193 8.17005  -0.569
O 11.37474 10.80974 6.24024  -0.575
F 13.09237 11.14734 7.78272  -0.219
S 11.81252 8.46657 8.64681  1.031
O 11.63062 7.95870 7.32543  -0.601
O 11.34201 7.81175 9.83761  -0.598
F 13.36421 8.43531 8.91428  -0.257

Force components x, y, z for each atom (eV/Å):
C 1.089 0.393 1.053
C 0.846 -1.724 -0.078
C -0.123 0.726 2.213
O -0.539 -0.297 -0.820
C 1.627 0.365 -1.592
N 0.030 0.442 -1.612
H -0.290 0.093 0.376
H -0.239 0.153 0.376
H 0.304 0.025 0.267
H -0.725 0.063 -0.412
H -0.560 -0.072 0.229
H 0.041 0.551 -0.491
H -0.284 -0.278 0.001
H 0.548 0.103 -0.471
H -0.446 0.153 -1.030
H -0.859 -0.441 0.311
H 0.207 -0.926 0.722
H -0.678 0.836 0.942
C -0.224 0.120 1.632
C -0.992 -0.912 -1.639
C -1.121 -1.237 0.387
O 0.840 0.340 0.274
C -0.300 2.085 0.268
N -0.923 -2.729 -0.821
H 0.119 0.894 0.342
H 1.409 0.613 0.463
H -0.282 -0.103 0.085
H 0.426 0.920 -0.590
H 0.575 -0.129 -0.738
H -0.189 0.052 -0.001
H -0.417 1.021 0.105
H -0.213 -0.267 0.619
H 0.537 0.834 0.288
H -0.205 -0.595 0.020
H 0.175 -0.362 0.200
H 0.195 -1.019 -0.598
C 0.005 -0.520 -0.541
C 0.192 0.483 -0.226
C -1.554 -1.670 0.352
O -0.295 0.145 -0.381
C 0.177 0.868 -1.663
N -0.459 1.756 1.375
H -0.271 -0.448 -0.258
H 0.319 -0.391 -0.326
H 0.838 -0.493 -0.153
H -0.562 0.893 0.320
H 0.535 0.203 0.032
H 0.355 -0.803 0.281
H 0.100 -0.618 0.096
H 0.371 -0.042 -0.018
H 0.602 0.469 -0.330
H -0.550 0.253 -0.062
H 0.705 -0.196 0.081
H 0.012 0.096 1.239
C -0.897 0.377 -0.289
C -0.475 0.037 -0.018
C 1.560 -1.514 -1.940
O -0.092 0.887 0.703
C 0.763 1.039 0.702
N -2.893 1.499 -2.081
H 1.341 -0.011 -0.319
H 1.282 -1.076 1.249
H 0.783 -1.087 1.880
H -0.093 0.081 -0.346
H 0.258 -0.451 -0.204
H -0.183 -0.281 -0.247
H 0.201 -0.423 1.138
H -0.185 1.782 1.057
H -0.121 0.503 0.305
H -0.030 -1.592 -1.319
H 0.062 0.005 -0.292
H -1.140 0.143 0.161
C 0.900 -0.137 0.609
C -2.295 -2.264 -0.878
C 1.524 0.067 -0.455
O -0.186 -1.640 1.917
C -1.974 0.508 -3.352
N 0.586 0.100 -0.919
H -0.210 -0.501 0.705
H 0.816 0.320 -0.708
H 0.146 0.728 0.472
H -0.077 0.266 0.928
H -0.715 0.786 -0.474
H 0.405 0.062 -0.147
H 0.047 -0.107 0.086
H -0.349 0.530 0.127
H -0.291 0.120 -0.269
H 0.869 0.094 1.178
H 0.213 0.515 0.577
H 0.469 0.102 0.197
N -2.379 -1.932 0.755
O 0.566 -0.413 0.668
O 2.655 2.698 -1.982
O -0.550 0.465 0.194
N -0.858 1.185 0.676
O -1.642 0.142 0.992
O 1.411 -0.704 -0.581
O 1.199 -0.559 -1.036
B 0.564 0.714 -0.111
F -0.109 -1.504 0.150
F 0.619 0.492 -0.410
F -1.182 0.299 0.476
F 0.195 0.070 -0.067
B -1.293 -0.287 1.458
F 0.764 -1.092 -0.781
F 0.777 0.357 -0.171
F -0.167 0.514 -0.892
F -0.283 0.198 0.420
B 1.179 -0.379 -0.473
F -1.284 -0.107 0.929
F -0.134 -0.265 -0.290
F 0.405 -0.352 0.059
F -0.143 1.216 0.161
N -0.114 -1.014 -0.186
S -2.015 -0.826 0.437
O 0.285 0.838 0.089
O -0.022 -0.366 0.027
F 2.404 1.059 -0.192
S -1.085 0.126 0.534
O 0.269 -0.332 0.562
O -0.251 0.098 -0.810
F 0.325 0.525 -0.432

Output
Kohn-Sham gap in eV: 9.8
Largest force on an atom in eV/Å: 4.273
HOMO energy in eV: -7.920
Net charge: -1

Entry 2:
ORCA calculation (wB97M-V/def2-TZVPD) on C20H60N14O16PZn2 as an isolated structure.

Each line ends with the Mulliken charge.
Cartesian coordinates (Å):
Zn 1.08206 3.63367 0.47978  0.843
Zn -0.20131 -4.99189 -0.63410  0.945
P 0.20734 -0.61094 0.24006  0.827
O -0.76813 0.60629 0.55623  -0.411
O 1.55463 0.16216 0.38097  -0.418
O 0.15247 -1.34670 -1.09732  -0.485
O 0.08778 -1.82480 1.21748  -0.390
C -6.74487 1.19553 0.52889  0.681
O -7.87198 1.10537 0.23293  -0.625
N -5.85775 1.46223 -0.34849  -0.367
N -6.17929 0.88270 1.64034  -0.413
H -4.93914 1.44280 0.07088  0.117
H -6.14802 1.73388 -1.27696  0.203
H -6.86977 0.46137 2.24517  0.237
H -5.17562 0.78362 1.69447  0.169
C -1.70645 -5.69554 5.69437  0.671
O -2.03961 -6.48256 6.58137  -0.637
N -0.46946 -5.20324 5.56175  -0.367
N -2.57700 -5.05467 4.92368  -0.363
H -0.42528 -4.54633 4.79584  0.141
H 0.28126 -5.71206 6.00628  0.228
H -2.15109 -4.32749 4.36699  0.126
H -3.55607 -5.30269 4.92720  0.210
C -3.01140 7.71182 1.73801  0.655
O -1.96265 7.12900 1.42143  -0.675
N -3.26240 8.90775 2.15743  -0.364
N -4.20944 7.25765 1.70995  -0.391
H -2.45738 9.51480 2.21696  0.220
H -4.22791 9.20379 2.17304  0.178
H -5.06452 7.66639 2.05905  0.174
H -4.21194 6.25769 1.56794  0.199
C 3.00077 -0.03410 -6.15422  0.632
O 3.56636 0.05966 -7.16650  -0.612
N 1.72136 -0.17786 -6.06095  -0.407
N 3.61202 -0.07038 -5.03076  -0.329
H 1.19668 -0.66104 -6.77603  0.247
H 1.43375 -0.48438 -5.14257  0.157
H 4.60451 0.08002 -4.91916  0.204
H 2.95362 -0.21671 -4.27898  0.112
C 4.85395 -0.85224 5.39496  0.652
O 5.46199 -1.08141 6.49388  -0.641
N 5.27780 -0.56850 4.19259  -0.305
N 3.49141 -0.92472 5.18765  -0.344
H 4.60643 -0.59341 3.43845  0.149
H 6.25558 -0.43847 3.97546  0.197
H 2.78511 -1.16425 5.86874  0.183
H 3.07267 -0.85933 4.27088  0.114
C -0.78361 6.12656 -4.18243  0.660
O -0.19230 5.33548 -3.43744  -0.665
N -1.95581 6.05317 -4.73680  -0.371
N -0.36599 7.35453 -4.35361  -0.389
H -2.47299 5.18572 -4.72385  0.212
H -2.42040 6.74190 -5.31118  0.173
H 0.59216 7.53458 -4.08973  0.206
H -1.03283 8.06220 -4.62681  0.175
C 1.53397 5.00407 4.31885  -0.911
O 2.55209 4.81305 3.36576  -0.244
C 3.59323 5.75109 3.73498  -0.715
C 4.68945 5.61819 2.73665  -0.850
N 4.36542 5.96348 1.35284  -0.325
C 5.51745 5.71640 0.49075  -0.826
C 6.95166 6.35969 0.89562  -0.459
O 6.81531 7.76007 0.86498  -0.308
C 7.87982 8.64412 0.36795  -0.713
H 0.60541 4.46229 4.13898  0.284
H 1.06055 5.96667 4.12554  0.376
H 1.87582 5.04486 5.35305  0.323
H 4.06131 5.51236 4.68997  0.377
H 3.21508 6.77094 3.66416  0.339
H 5.28303 4.71125 2.85164  0.499
H 5.43508 6.36529 3.00863  0.449
H 4.38831 6.96256 1.49923  0.344
H 5.22223 5.97244 -0.52679  0.368
H 5.58327 4.63588 0.36336  0.439
H 7.73325 5.93099 0.26838  0.447
H 7.19055 6.00843 1.89944  0.301
H 8.04007 8.25418 -0.63722  0.325
H 8.81433 8.55197 0.92140  0.280
H 7.44686 9.64249 0.43046  0.210
C -7.55930 -5.93899 -4.14214  -0.809
O -6.17806 -5.90206 -3.74252  -0.322
C -5.96232 -4.98898 -2.70865  -0.450
C -4.49654 -4.95158 -2.45341  -0.895
N -4.12106 -5.88184 -1.35034  -0.258
C -4.45184 -7.31011 -1.67696  -0.366
C -3.72518 -8.16296 -0.58381  -0.812
O -2.43704 -7.69354 -0.26284  -0.222
C -1.65597 -8.54650 0.58274  -0.715
H -8.16471 -6.44088 -3.38736  0.318
H -7.65050 -6.36100 -5.14299  0.262
H -8.01409 -4.95484 -4.25484  0.334
H -6.55657 -5.19082 -1.81746  0.338
H -6.21202 -3.96124 -2.97231  0.505
H -4.17854 -3.93345 -2.22893  0.411
H -3.96624 -5.13328 -3.38822  0.348
H -4.76977 -5.61542 -0.62350  0.256
H -3.93085 -7.64373 -2.57438  0.284
H -5.52023 -7.51809 -1.61877  0.284
H -3.63747 -9.21211 -0.86609  0.420
H -4.42991 -8.16986 0.24769  0.348
H -1.62767 -9.58954 0.26751  0.312
H -2.05138 -8.67601 1.59020  0.326
H -0.67082 -8.08008 0.57793  0.157
C 3.83891 -5.86125 -2.57818  -0.375
C 2.86624 -6.03482 -3.77170  -0.376
O 1.56651 -6.44324 -3.32370  -0.484
O 3.16377 -5.86418 -1.32857  -0.480
H 4.40345 -4.92890 -2.58887  0.315
H 4.57939 -6.65333 -2.46686  0.308
H 3.15835 -6.84043 -4.44533  0.273
H 2.74971 -5.21728 -4.48314  0.256
H 1.35013 -7.33244 -3.61368  0.286
H 3.89847 -5.81652 -0.71250  0.288

Force components x, y, z for each atom (eV/Å):
Zn 0.323 -0.397 0.128
Zn -0.002 0.508 -0.182
P -1.137 0.063 0.604
O 1.968 -2.569 -0.482
O -0.757 0.611 -0.002
O -0.058 0.631 -0.798
O -0.211 1.062 0.540
C 0.162 -0.526 -1.421
O -5.873 -0.131 -0.135
N 4.204 1.677 -3.621
N 0.278 -1.163 5.276
H 0.366 0.622 -1.780
H 0.637 0.012 0.263
H 0.903 -0.160 0.724
H -0.628 -0.338 0.690
C -0.972 -1.207 3.456
O 0.365 -0.183 -1.019
N 0.921 0.205 -0.506
N -0.959 0.755 -1.634
H 1.456 -0.292 0.366
H 0.064 0.484 -0.381
H -1.241 -0.038 -0.267
H 0.379 0.310 -0.039
C 2.300 -0.617 -0.592
O -0.972 0.768 0.588
N 3.264 5.940 1.580
N -4.789 -7.318 -1.673
H -0.621 0.651 0.123
H 1.033 0.773 0.154
H 0.602 -0.243 -0.012
H -0.761 -0.042 -0.159
C 0.895 -0.350 -1.214
O 2.849 0.754 -5.673
N -5.932 -1.013 1.225
N 1.510 -0.120 5.439
H 0.436 0.408 -0.267
H -0.626 0.106 -0.230
H -0.502 -0.002 -0.047
H 1.342 0.214 0.811
C -0.920 -1.680 4.272
O -1.800 1.123 -3.880
N 3.526 0.944 -2.937
N -2.540 -0.542 1.599
H 0.801 0.204 0.102
H -0.235 -0.124 0.120
H 0.772 -0.009 0.396
H 0.358 0.101 0.289
C 1.519 -0.296 2.762
O -0.556 -0.551 -1.151
N -4.864 -3.052 -1.688
N 2.539 3.148 -0.297
H 0.251 0.039 0.269
H 0.750 0.028 0.151
H -0.434 0.521 0.039
H 0.841 0.105 0.035
C -1.574 1.332 -0.468
O 0.377 0.243 1.145
C -0.036 -1.020 -1.801
C 1.726 0.307 0.131
N 0.402 0.231 0.558
C 1.017 -0.298 -0.637
C -1.750 -0.700 -0.277
O 0.184 0.789 0.384
C -1.118 -2.069 0.060
H 0.635 -1.349 0.161
H 0.406 0.883 0.188
H -0.003 -0.621 -0.001
H -0.551 0.107 0.381
H -0.292 0.081 0.457
H -0.574 -0.585 -0.306
H 0.199 0.178 0.738
H -0.778 0.638 -0.947
H 0.254 0.772 -0.008
H 0.541 -0.278 0.530
H -0.008 0.293 -0.510
H 0.119 0.136 0.235
H 0.321 0.770 -0.330
H -0.116 0.071 0.288
H 0.284 -0.159 -0.242
C 0.174 0.292 -0.028
O -1.374 0.003 -0.615
C 0.046 0.942 -0.648
C 0.830 -0.268 0.790
N -0.275 -0.184 -1.569
C 2.674 0.130 1.430
C -1.058 -0.248 0.187
O 0.249 0.024 0.217
C -0.640 0.050 -0.232
H 0.000 -0.421 -0.125
H 0.233 -0.528 0.331
H 0.371 0.477 0.200
H -0.065 -0.371 0.297
H -0.601 0.136 -0.560
H -0.064 0.005 0.637
H 0.001 -0.628 0.061
H 0.215 -0.013 0.599
H -0.701 0.645 -0.564
H 0.081 -0.159 -0.471
H -0.150 -0.142 -0.448
H 0.372 0.146 0.829
H 0.285 0.001 -0.795
H -0.127 0.764 0.286
H 0.060 -0.378 0.256
C 0.369 0.245 0.108
C -0.492 -1.423 -0.393
O -0.495 0.690 0.500
O -0.755 0.115 0.334
H -0.019 0.166 -0.772
H 0.001 -0.294 -0.859
H 0.831 -0.051 0.213
H 0.108 0.643 0.717
H 0.275 0.056 -0.039
H -0.247 0.029 0.483

Output
Kohn-Sham gap in eV: 2.7
Largest force on an atom in eV/Å: 8.904
HOMO energy in eV: -10.803
Net charge: +1